ORCA calculation (ωB97M-V/def2-TZVPD) on a structure of composition C9H15N3O6 in a non-equilibrium geometry.

Molecular weight in g/mol: 261.2
HOMO energy in Ha: -0.350
LUMO in eV: 0.33
ΔE to the lowest compared entry with this formula, charge and spin in kcal/mol: 171.4
Gap between HOMO and LUMO in eV: 9.86

Element x y z (Å)
1 C -1.493 -1.860 0.796
2 C -0.388 -0.844 1.109
3 C -1.241 -3.097 1.482
4 C -1.205 -3.023 3.023
5 C 1.027 1.189 0.372
6 C 0.386 2.491 0.278
7 C 2.174 1.301 -0.606
8 C 1.717 1.066 -1.982
9 C 0.451 1.638 -2.676
10 H -0.603 -1.384 -1.186
11 H -2.331 -1.343 -0.917
12 H -2.415 -1.489 1.299
13 H -2.035 -3.975 1.460
14 H -0.247 -3.539 1.471
15 H 0.449 -3.045 4.448
16 H -0.482 0.110 -0.736
17 H 1.265 0.961 1.435
18 H 3.033 0.702 -0.476
19 H 2.579 2.275 -0.483
20 H 2.605 1.108 -2.632
21 H 1.247 0.148 -2.096
22 H -0.397 2.972 -4.086
23 H 1.309 3.483 -3.210
24 H -1.628 3.160 0.553
25 N -1.571 -2.012 -0.614
26 N 0.071 0.059 0.067
27 N 0.574 2.633 -3.765
28 O 0.027 -0.724 2.266
29 O -2.032 -2.370 3.698
30 O -0.066 -3.675 3.524
31 O 0.729 3.493 -0.369
32 O -0.594 1.264 -2.294
33 O -0.916 2.327 0.844

These are the Mulliken partial charges, in e, on atoms 1 to 2: atom 1 (C): 0.7723, atom 2 (C): 0.0713

ORCA calculation (ωB97M-V/def2-TZVPD) on the molecule C3H4N2 in a non-equilibrium geometry.

Molecular weight in g/mol: 68.1
HOMO energy (spin up / spin down) in Ha: -0.355 / -0.347
LUMO (spin up / spin down) in eV: -1.03 / -1.45
ΔE to the lowest compared entry with this formula, charge and spin in kcal/mol: 94.1
Gap between HOMO and LUMO (spin up / spin down) in eV: 8.63 / 7.98

Element x y z (Å)
1 C 0.861 0.607 -1.285
2 C -0.489 -0.801 0.062
3 C -0.327 0.274 1.186
4 N 1.847 0.950 -1.848
5 N -0.256 0.198 -0.869
6 H 0.357 -1.566 -0.020
7 H -1.408 -1.333 -0.157
8 H -1.137 1.046 1.255
9 H 0.552 0.626 1.678

These are the Mulliken partial charges, in e, on atoms 1 to 2: atom 1 (C): 0.5123, atom 2 (C): -0.2035

ORCA calculation (ωB97M-V/def2-TZVPD) on a structure of composition C24H30BN9O2Tc in a non-equilibrium geometry.

Net charge: +2
⟨S²⟩: 3.77
Molecular weight in g/mol: 585.4
HOMO energy (spin up / spin down) in Ha: -0.546 / -0.544
Multiplicity: 4
LUMO (spin up / spin down) in eV: -6.00 / -8.09
ΔE to the lowest compared entry with this formula, charge and spin in kcal/mol: 0.0
Gap between HOMO and LUMO (spin up / spin down) in eV: 8.87 / 6.71

Element x y z (Å)
1 Tc -0.636 -0.315 0.229
2 C -0.286 -3.874 0.230
3 C 0.897 -3.013 -0.001
4 C 2.198 -3.436 -0.216
5 C 2.969 -2.277 -0.343
6 C 4.419 -2.206 -0.606
7 N 2.148 -1.222 -0.193
8 N 0.880 -1.661 -0.012
9 B 2.460 0.281 -0.011
10 N 1.902 0.704 1.361
11 N 0.585 0.537 1.641
12 C 0.381 0.943 2.914
13 C -0.913 0.860 3.634
14 C 1.581 1.402 3.431
15 C 2.532 1.236 2.423
16 C 3.972 1.553 2.485
17 N 1.660 1.053 -1.067
18 N 0.311 0.898 -1.167
19 C -0.097 1.645 -2.219
20 C -1.487 1.766 -2.737
21 C 1.004 2.283 -2.774
22 C 2.105 1.894 -2.014
23 C 3.510 2.328 -2.166
24 H 0.052 -4.865 0.521
25 H -0.914 -3.473 1.025
26 H -0.880 -3.971 -0.678
27 H 2.549 -4.447 -0.268
28 H 4.766 -3.164 -0.985
29 H 4.659 -1.431 -1.328
30 H 4.960 -1.996 0.317
31 H 3.606 0.494 -0.108
32 H -1.667 1.499 3.175
33 H -1.279 -0.166 3.650
34 H -0.760 1.191 4.659
35 H 1.748 1.796 4.412
36 H 4.173 2.167 3.357
37 H 4.565 0.644 2.577
38 H 4.302 2.081 1.595
39 H -2.183 1.090 -2.253
40 H -1.837 2.789 -2.612
41 H -1.478 1.562 -3.807
42 H 0.996 2.939 -3.620
43 H 3.592 3.053 -2.971
44 H 3.865 2.788 -1.247
45 H 4.163 1.489 -2.392
46 O -3.683 -1.834 2.422
47 C -2.914 -1.136 1.812
48 O -1.707 -1.414 1.474
49 C -3.324 0.257 1.334
50 C -4.553 0.798 1.659
51 C -4.843 2.084 1.226
52 C -3.849 2.791 0.562
53 C -2.630 2.181 0.309
54 N -2.378 0.917 0.650
55 H -5.250 0.207 2.229
56 H -5.810 2.521 1.426
57 H -4.017 3.806 0.237
58 H -1.830 2.715 -0.182
59 N -2.974 -1.851 -1.233
60 C -3.363 -2.359 -2.411
61 C -2.343 -2.122 -3.310
62 C -1.360 -1.466 -2.576
63 N -1.756 -1.294 -1.315
64 H -3.470 -1.927 -0.356
65 H -4.313 -2.838 -2.547
66 H -2.316 -2.394 -4.343
67 H -0.413 -1.088 -2.907

These are the Mulliken partial charges, in e, on atoms 1 to 2: atom 1 (Tc): -0.6217, atom 2 (C): -1.3812

ORCA calculation (ωB97M-V/def2-TZVPD) on a structure of composition C31H56N2O3P2Zr in a non-equilibrium geometry.

Net charge: +4
Molecular weight in g/mol: 658.0
HOMO energy in Ha: -0.703
LUMO in eV: -15.67
Gap between HOMO and LUMO in eV: 3.45

Element x y z (Å)
1 Zr -0.604 -0.173 -0.798
2 C -0.559 -0.535 -2.975
3 O -0.728 -0.709 -4.127
4 C -2.671 -0.469 -1.193
5 O -3.801 -0.658 -1.504
6 P 0.313 -2.759 -1.092
7 C 0.582 -3.431 0.627
8 H 0.754 -4.501 0.464
9 C -1.036 -3.849 -1.795
10 H -1.935 -3.266 -1.523
11 C 1.915 -3.235 -1.923
12 H 2.640 -2.646 -1.332
13 C 0.946 3.007 -3.017
14 P -0.295 2.396 -1.764
15 H -0.300 4.576 -0.820
16 H 1.897 2.772 -2.510
17 C -1.895 3.074 -2.458
18 H -1.601 4.019 -2.940
19 C -1.014 -3.946 -3.321
20 H -0.306 -4.710 -3.677
21 H -0.807 -2.996 -3.825
22 H -2.020 -4.262 -3.640
23 C -1.151 -5.233 -1.145
24 H -1.775 -5.872 -1.785
25 H -1.641 -5.183 -0.168
26 H -0.179 -5.734 -1.027
27 C 2.249 -4.720 -1.753
28 H 2.245 -5.045 -0.706
29 H 3.268 -4.886 -2.130
30 H 1.577 -5.366 -2.334
31 C 2.077 -2.790 -3.388
32 H 3.148 -2.605 -3.566
33 H 1.543 -1.865 -3.629
34 H 1.756 -3.568 -4.094
35 C 1.839 -2.826 1.275
36 H 2.733 -3.431 1.056
37 H 1.727 -2.808 2.367
38 H 2.034 -1.793 0.945
39 C -0.673 -3.298 1.490
40 H -0.783 -2.268 1.845
41 H -0.551 -3.943 2.374
42 H -1.598 -3.581 0.968
43 C 0.862 4.521 -3.262
44 H 0.624 5.116 -2.375
45 H 0.128 4.758 -4.044
46 H 1.844 4.862 -3.618
47 C 0.957 2.254 -4.352
48 H 0.064 2.459 -4.957
49 C -0.664 3.350 0.895
50 H 1.056 1.172 -4.233
51 H 1.829 2.604 -4.925
52 C 1.601 3.770 -0.144
53 H -0.045 2.764 1.581
54 H -0.897 4.298 1.403
55 H -1.617 2.829 0.757
56 C 0.094 3.636 -0.406
57 H 1.756 4.152 0.875
58 H 2.077 4.472 -0.841
59 H 2.117 2.802 -0.218
60 C -2.919 3.340 -1.356
61 H -3.185 2.402 -0.847
62 H -3.834 3.737 -1.816
63 H -2.567 4.068 -0.620
64 C -2.513 2.142 -3.505
65 H -1.832 1.845 -4.310
66 H -3.375 2.664 -3.948
67 H -2.897 1.232 -3.027
68 H 3.464 0.635 -1.072
69 H 3.321 0.002 -0.676
70 C -0.815 1.377 5.805
71 N -1.302 0.953 4.498
72 N -0.453 0.552 3.517
73 C -1.162 0.324 2.388
74 O -0.576 0.001 1.267
75 C -2.519 0.580 2.693
76 C -2.551 1.008 4.014
77 C -3.655 1.479 4.855
78 C 0.943 0.326 3.704
79 C 1.380 -0.430 4.796
80 C 2.761 -0.534 5.016
81 C 3.655 -0.001 4.071
82 C 3.185 0.652 2.917
83 C 1.813 0.848 2.748
84 H -1.160 2.402 6.021
85 H 0.284 1.382 5.847
86 H -1.184 0.712 6.605
87 H -3.312 0.446 1.959
88 H -3.808 0.817 5.719
89 H -3.478 2.489 5.257
90 H -4.563 1.500 4.257
91 H 0.646 -0.896 5.464
92 H 3.117 -1.034 5.914
93 H 4.737 -0.106 4.227
94 H 3.858 1.014 2.143
95 H 1.392 1.371 1.886

These are the Mulliken partial charges, in e, on atoms 1 to 2: atom 1 (Zr): -1.2060, atom 2 (C): 0.7142

ORCA calculation (ωB97M-V/def2-TZVPD) on a cluster of 2 separate species, C11H18NO2S in total in a non-equilibrium geometry.

Net charge: +1
Molecular weight in g/mol: 228.3
HOMO energy (spin up / spin down) in Ha: -0.389 / -0.402
LUMO (spin up / spin down) in eV: -3.22 / -4.06
ΔE to the lowest compared entry with this formula, charge and spin in kcal/mol: 27.8
Gap between HOMO and LUMO (spin up / spin down) in eV: 7.36 / 6.88

Element x y z (Å)
1 C 3.283 1.023 1.343
2 C 2.253 0.102 1.176
3 C 3.616 1.736 0.237
4 C 1.675 0.214 -0.092
5 C -0.519 2.015 -0.046
6 C -1.151 -0.785 -2.599
7 C 0.527 -2.719 0.545
8 C -0.713 -0.869 1.501
9 C -1.548 3.520 1.434
10 C 0.270 -0.289 -2.015
11 C 0.546 -0.421 -0.503
12 N -0.157 -1.429 0.263
13 O 0.267 2.643 -0.720
14 O -1.292 2.097 0.922
15 S 2.668 1.326 -1.150
16 H 3.821 1.002 2.259
17 H 1.741 -0.420 1.902
18 H 4.436 2.392 0.026
19 H -1.457 -1.761 -2.154
20 H -1.091 -0.899 -3.671
21 H -1.938 -0.139 -2.416
22 H -0.170 -3.374 0.996
23 H 0.920 -3.104 -0.355
24 H 1.416 -2.644 1.142
25 H 0.051 -0.914 2.225
26 H -0.902 0.208 1.355
27 H -1.539 -1.447 1.986
28 H -2.432 3.366 2.059
29 H -1.634 4.131 0.503
30 H -0.664 3.839 2.027
31 H 0.369 0.765 -2.212
32 H 0.928 -0.953 -2.504
33 H -0.958 -1.502 -0.353

These are the Mulliken partial charges, in e, on atoms 1 to 2: atom 1 (C): -0.9877, atom 2 (C): -0.7182

ORCA calculation (ωB97M-V/def2-TZVPD) on a structure of composition C24H29ClN3O2PPd.

Molecular weight in g/mol: 564.4
HOMO energy in Ha: -0.249
LUMO in eV: 0.21
ΔE to the lowest compared entry with this formula, charge and spin in kcal/mol: 0.0
Gap between HOMO and LUMO in eV: 6.97

Element x y z (Å)
1 Pd 0.372 -1.235 1.311
2 N -0.617 -1.401 -1.719
3 C -1.934 -0.962 -1.559
4 C -2.872 -1.273 -2.549
5 C -4.177 -0.830 -2.467
6 C -4.584 -0.062 -1.385
7 C -3.663 0.252 -0.400
8 C -2.336 -0.176 -0.460
9 P -1.134 0.265 0.859
10 C -2.226 0.842 2.211
11 C -2.691 2.150 2.321
12 C -3.530 2.511 3.366
13 C -3.918 1.568 4.307
14 C -3.456 0.262 4.206
15 C -2.607 -0.094 3.169
16 C -0.469 1.856 0.231
17 C 0.496 2.497 1.009
18 C 1.079 3.678 0.582
19 C 0.721 4.226 -0.646
20 C -0.228 3.590 -1.432
21 C -0.827 2.413 -0.992
22 H -0.133 -1.519 -0.821
23 H -0.557 -2.252 -2.261
24 H -2.555 -1.876 -3.393
25 H -4.880 -1.092 -3.248
26 H -5.606 0.284 -1.304
27 H -3.986 0.844 0.445
28 H -2.399 2.892 1.588
29 H -3.883 3.532 3.444
30 H -4.572 1.851 5.122
31 H -3.747 -0.475 4.943
32 H -2.221 -1.105 3.098
33 H 0.806 2.047 1.946
34 H 1.825 4.164 1.198
35 H 1.182 5.144 -0.986
36 H -0.511 4.011 -2.388
37 H -1.571 1.926 -1.610
38 Cl 2.466 -6.223 -0.416
39 C 1.981 -5.087 0.864
40 C 1.933 -3.623 0.440
41 O 1.970 -3.337 -0.780
42 O 1.847 -2.826 1.403
43 H 2.675 -5.190 1.693
44 H 0.989 -5.370 1.208
45 N 3.203 -1.425 -1.942
46 C 4.449 -1.287 -1.135
47 C 4.151 -0.441 0.098
48 N 3.573 0.852 -0.228
49 C 2.374 0.693 -1.036
50 C 2.601 -0.109 -2.308
51 H 2.526 -2.066 -1.372
52 H 3.400 -1.963 -2.782
53 H 5.210 -0.818 -1.763
54 H 4.773 -2.292 -0.866
55 H 5.070 -0.307 0.668
56 H 3.440 -0.978 0.734
57 H 4.249 1.451 -0.691
58 H 1.949 1.665 -1.282
59 H 1.637 0.141 -0.440
60 H 3.289 0.393 -2.994
61 H 1.653 -0.306 -2.809

These are the Mulliken partial charges, in e, on atoms 1 to 2: atom 1 (Pd): -0.5010, atom 2 (N): 0.1577